Entry 1:
{"formula": "C12H13N5O3", "method": "ωB97M-V/def2-TZVPD", "symbols": ["C", "O", "C", "N", "C", "C", "C", "N", "O", "N", "O", "N", "H", "H", "H", "H", "N", "C", "C", "C", "C", "C", "C", "C", "H", "H", "H", "H", "H", "H", "H", "H", "H"], "coordinates": [[3.773, 1.202, -2.524], [4.569, 0.881, -1.351], [3.953, 0.093, -0.467], [2.663, -0.164, -0.716], [1.982, -0.979, 0.092], [2.727, -1.559, 1.123], [4.111, -1.193, 1.362], [4.602, -1.782, 2.511], [3.546, -2.487, 3.032], [2.330, -2.329, 2.169], [1.297, -2.863, 2.519], [4.717, -0.346, 0.552], [4.412, 1.870, -3.101], [3.549, 0.294, -3.097], [2.838, 1.695, -2.236], [0.976, -1.330, -0.128], [-0.252, 0.105, 0.309], [-1.299, 0.541, -0.618], [-2.761, 0.561, -0.201], [-3.441, 1.780, -0.040], [-4.815, 1.800, 0.228], [-5.524, 0.596, 0.346], [-4.845, -0.623, 0.210], [-3.470, -0.638, -0.060], [-0.627, -0.305, 1.162], [0.387, 0.861, 0.545], [-1.213, -0.148, -1.465], [-1.035, 1.547, -0.966], [-2.884, 2.713, -0.159], [-5.337, 2.755, 0.329], [-6.598, 0.608, 0.543], [-5.391, -1.566, 0.296], [-2.943, -1.587, -0.197]], "relative_energy_kcal_mol": 175.1, "orbital_gap_ev": 7.28, "smiles": "COc1ncc2c(no[n+]2[O-])n1.NCc1ccccc1", "total_energy_ha": -964.3698, "e_homo_ha": -0.3206}



Entry 2:
{"formula": "C37H31NP2PtS3", "method": "ωB97M-V/def2-TZVPD", "symbols": ["Pt", "S", "P", "C", "P", "S", "C", "C", "C", "C", "C", "C", "C", "C", "C", "C", "C", "C", "C", "C", "C", "C", "C", "C", "C", "C", "C", "C", "C", "C", "H", "H", "H", "H", "H", "H", "H", "H", "H", "H", "H", "H", "H", "H", "H", "H", "H", "H", "H", "H", "N", "S", "C", "C", "C", "C", "C", "C", "C", "C", "C", "C", "C", "C", "H", "H", "H", "H", "H", "H", "H", "H", "H", "H", "H"], "coordinates": [[0.143, -0.289, -0.253], [2.732, 0.746, 0.508], [1.597, 2.340, 0.234], [0.021, 1.664, -0.011], [-1.660, 2.100, -0.062], [-2.621, 0.373, 0.054], [-2.202, 3.276, 1.212], [-3.092, 2.858, 2.191], [-3.426, 3.719, 3.220], [-2.854, 4.980, 3.277], [-1.974, 5.400, 2.291], [-1.647, 4.550, 1.253], [-2.036, 2.947, -1.640], [-1.216, 2.697, -2.732], [-1.502, 3.270, -3.956], [-2.614, 4.086, -4.090], [-3.438, 4.329, -3.002], [-3.155, 3.759, -1.775], [1.913, 3.437, 1.646], [3.098, 4.163, 1.682], [3.545, 4.671, 2.886], [2.820, 4.452, 4.047], [1.609, 3.781, 3.994], [1.157, 3.260, 2.797], [2.050, 3.303, -1.242], [2.603, 2.643, -2.332], [2.844, 3.340, -3.502], [2.518, 4.685, -3.591], [1.931, 5.330, -2.514], [1.692, 4.643, -1.340], [-3.512, 1.862, 2.132], [-4.126, 3.403, 3.979], [-3.095, 5.642, 4.095], [-1.539, 6.388, 2.338], [-0.963, 4.856, 0.472], [-0.346, 2.060, -2.607], [-0.855, 3.087, -4.801], [-2.838, 4.538, -5.045], [-4.300, 4.970, -3.111], [-3.794, 3.942, -0.922], [3.669, 4.302, 0.773], [4.472, 5.223, 2.925], [3.209, 4.793, 4.996], [1.030, 3.644, 4.894], [0.233, 2.696, 2.744], [2.844, 1.589, -2.242], [3.293, 2.837, -4.345], [2.714, 5.233, -4.501], [1.667, 6.375, -2.588], [1.237, 5.140, -0.492], [0.204, -2.406, -0.002], [0.308, -3.276, -1.324], [-1.013, -2.653, -2.419], [-1.176, -1.286, -2.549], [-2.240, -0.798, -3.288], [-3.126, -1.684, -3.883], [-2.950, -3.051, -3.744], [-1.885, -3.547, -3.010], [1.652, -2.389, -2.163], [1.681, -2.278, -3.544], [2.700, -1.556, -4.141], [3.687, -0.967, -3.364], [3.674, -1.124, -1.988], [2.651, -1.838, -1.379], [-0.183, -2.922, 0.778], [-0.478, -0.603, -1.985], [-2.385, 0.266, -3.392], [-3.966, -1.302, -4.445], [-3.648, -3.735, -4.202], [-1.732, -4.609, -2.885], [0.914, -2.740, -4.147], [2.711, -1.445, -5.215], [4.476, -0.399, -3.837], [4.435, -0.677, -1.367], [2.639, -1.974, -0.306]], "spin_multiplicity": 3, "orbital_gap_ev": [6.55, 6.75], "total_energy_ha": -3479.8261, "e_homo_ha": [-0.2230, -0.2708]}



Entry 3:
{"formula": "C16H34FeO3P2S", "method": "ωB97M-V/def2-TZVPD", "symbols": ["P", "P", "C", "C", "H", "H", "H", "H", "C", "H", "H", "H", "C", "H", "H", "H", "C", "H", "H", "H", "C", "H", "H", "H", "Fe", "C", "C", "C", "C", "C", "C", "C", "C", "C", "H", "H", "H", "H", "H", "H", "H", "H", "H", "H", "H", "H", "H", "H", "H", "C", "S", "O", "O", "O", "H", "H", "H"], "coordinates": [[0.213, -2.563, 1.230], [-0.396, 1.900, 1.714], [-0.253, -1.039, -0.056], [0.109, 0.461, 0.089], [-1.290, -1.218, -0.401], [0.436, -1.398, -0.820], [1.162, 0.685, -0.141], [-0.533, 1.008, -0.601], [-1.993, 2.503, 1.137], [-2.663, 2.673, 1.994], [-2.434, 1.743, 0.481], [-1.848, 3.432, 0.572], [0.862, 3.135, 1.381], [0.951, 3.237, 0.293], [1.827, 2.820, 1.804], [0.552, 4.100, 1.816], [-1.038, -3.753, 0.742], [-1.186, -4.445, 1.579], [-0.701, -4.304, -0.146], [-1.982, -3.232, 0.530], [1.866, -3.101, 0.813], [2.603, -2.334, 1.089], [1.930, -3.298, -0.266], [2.081, -4.025, 1.365], [-0.237, -0.404, 1.735], [0.460, 1.343, -2.847], [-0.879, 1.365, -2.745], [-1.807, 0.609, -3.651], [-1.498, -0.893, -3.916], [-0.649, -1.628, -2.924], [0.695, -1.633, -2.908], [1.563, -0.820, -3.817], [1.209, 0.685, -3.976], [0.033, -2.236, 3.028], [1.086, 1.946, -2.183], [-1.377, 2.101, -2.106], [-1.860, 1.104, -4.640], [-2.818, 0.687, -3.214], [-2.475, -1.410, -3.926], [-1.064, -0.995, -4.925], [-1.210, -2.299, -2.271], [1.245, -2.366, -2.312], [1.566, -1.269, -4.828], [2.594, -0.896, -3.432], [2.171, 1.217, -4.072], [0.668, 0.816, -4.929], [0.969, -2.138, 3.593], [-0.503, -3.124, 3.414], [-0.650, -1.387, 3.284], [0.736, 3.135, 5.221], [0.508, 1.508, 4.516], [1.725, 1.091, 3.822], [-0.207, 0.605, 5.363], [-0.624, 1.996, 3.367], [1.583, 3.060, 5.911], [-0.191, 3.391, 5.751], [0.962, 3.851, 4.418]], "spin_multiplicity": 5, "orbital_gap_ev": [3.58, 6.42], "total_energy_ha": -3199.9556, "e_homo_ha": [-0.1061, -0.2160]}



Entry 4:
{"formula": "C3H9O2", "method": "ωB97M-V/def2-TZVPD", "symbols": ["C", "O", "H", "H", "H", "C", "O", "C", "H", "H", "H", "H", "H", "H"], "coordinates": [[0.562, 0.338, 2.561], [1.212, -0.666, 1.721], [1.170, 0.244, 3.465], [0.629, 1.236, 1.948], [-0.438, -0.040, 2.780], [-0.232, -0.331, -1.644], [-0.414, -0.207, -0.281], [-1.073, 0.718, -2.400], [0.874, -0.012, -1.696], [-0.347, -1.262, -2.200], [0.784, -0.626, 0.821], [-1.774, 1.096, -1.649], [-0.541, 1.493, -2.964], [-1.653, 0.206, -3.188]], "relative_energy_kcal_mol": 29.8, "orbital_gap_ev": 7.18, "total_charge": -1, "total_energy_ha": -270.1382, "e_homo_ha": -0.0987}



Entry 5:
{"formula": "C22H29N3O3", "method": "ωB97M-V/def2-TZVPD", "symbols": ["C", "C", "C", "N", "C", "C", "C", "C", "C", "C", "N", "C", "O", "C", "C", "C", "C", "C", "C", "C", "C", "O", "C", "C", "C", "N", "C", "O", "H", "H", "H", "H", "H", "H", "H", "H", "H", "H", "H", "H", "H", "H", "H", "H", "H", "H", "H", "H", "H", "H", "H", "H", "H", "H", "H", "H", "H"], "coordinates": [[-7.804, 0.853, 0.660], [-6.535, 0.239, 0.081], [-5.305, 0.644, 0.892], [-4.060, 0.348, 0.209], [-3.802, -1.054, -0.059], [-3.594, -1.954, 1.169], [-3.180, -3.357, 0.745], [-2.933, 1.068, 0.777], [-2.712, 2.381, 0.016], [-2.176, 2.105, -1.389], [-0.814, 1.628, -1.349], [-0.454, 0.363, -1.646], [-1.206, -0.488, -2.085], [0.975, 0.080, -1.396], [1.663, -1.073, -1.611], [2.999, -0.829, -1.179], [4.179, -1.533, -1.109], [5.298, -0.870, -0.581], [6.558, -1.492, -0.456], [7.632, -0.833, 0.065], [7.506, 0.508, 0.495], [8.522, 1.234, 1.026], [9.789, 0.638, 1.174], [6.290, 1.147, 0.384], [5.170, 0.490, -0.146], [4.009, 1.176, -0.221], [2.997, 0.525, -0.714], [1.769, 1.061, -0.852], [-8.675, 0.540, 0.089], [-7.941, 0.540, 1.693], [-7.751, 1.940, 0.637], [-6.639, -0.846, 0.073], [-6.396, 0.574, -0.949], [-5.356, 0.178, 1.893], [-5.338, 1.727, 1.038], [-4.636, -1.440, -0.649], [-2.913, -1.102, -0.694], [-4.517, -2.008, 1.751], [-2.820, -1.525, 1.809], [-3.953, -3.811, 0.128], [-3.017, -3.991, 1.614], [-2.261, -3.319, 0.165], [-3.083, 1.282, 1.847], [-2.031, 0.461, 0.687], [-2.008, 3.014, 0.562], [-3.659, 2.914, -0.069], [-2.216, 3.014, -1.998], [-2.779, 1.324, -1.857], [-0.116, 2.237, -0.949], [1.259, -1.974, -2.025], [4.254, -2.559, -1.442], [6.660, -2.517, -0.783], [8.579, -1.344, 0.146], [10.422, 1.406, 1.617], [9.753, -0.227, 1.844], [10.211, 0.338, 0.210], [6.187, 2.169, 0.709]], "relative_energy_kcal_mol": 33.2, "orbital_gap_ev": 7.72, "smiles": "CCCN(CCC)CCCNC(=O)c1cc2cc3ccc(OC)cc3nc2o1", "total_energy_ha": -1245.7206, "e_homo_ha": -0.2947}



Entry 6:
{"formula": "C2H4N2S2", "method": "ωB97M-V/def2-TZVPD", "symbols": ["N", "C", "C", "S", "N", "S", "H", "H", "H", "H"], "coordinates": [[0.045, 1.356, 0.068], [-0.035, -0.003, 0.051], [1.248, -0.743, -0.040], [2.730, -0.044, -0.012], [-1.079, -0.727, 0.067], [-2.603, 0.000, -0.052], [-0.809, 1.899, -0.104], [0.966, 1.757, -0.074], [1.075, -1.842, -0.051], [-3.302, -1.030, 0.245]], "relative_energy_kcal_mol": 35.5, "orbital_gap_ev": 7.62, "smiles": "N/C(C=S)=N\\S", "total_energy_ha": -984.4584, "e_homo_ha": -0.3183}



Entry 7:
{"formula": "C4H13NO2", "method": "ωB97M-V/def2-TZVPD", "symbols": ["C", "C", "C", "C", "N", "H", "H", "H", "H", "H", "H", "H", "H", "H", "O", "H", "H", "O", "H", "H"], "coordinates": [[-0.608, 1.989, 1.441], [-1.095, 0.772, 0.721], [-2.543, 0.889, 0.319], [-0.511, -0.420, 0.740], [0.741, -0.872, 1.141], [0.077, 2.622, 0.863], [-1.469, 2.780, 1.408], [0.097, 1.709, 2.236], [-3.247, 1.101, 1.177], [-2.784, 1.767, -0.299], [-2.938, -0.050, -0.027], [-1.077, -1.280, 0.313], [0.996, -1.813, 0.929], [1.225, -0.589, 1.995], [0.300, -0.671, -2.686], [0.691, 0.099, -2.224], [0.079, -1.028, -1.804], [2.973, -1.394, -1.033], [3.183, -0.428, -1.053], [2.045, -1.189, -0.796]], "relative_energy_kcal_mol": 48.9, "orbital_gap_ev": 8.82, "smiles": "CC(C)=CN.O.O", "total_energy_ha": -365.3646, "e_homo_ha": -0.3058}



Entry 8:
{"formula": "C5H5NO", "method": "ωB97M-V/def2-TZVPD", "symbols": ["O", "C", "C", "C", "C", "C", "N", "H", "H", "H", "H", "H"], "coordinates": [[-1.018, -0.707, -1.046], [0.161, -0.003, -1.420], [1.240, 0.216, -0.450], [1.210, -0.520, 0.703], [1.235, -1.195, 1.727], [-1.355, 1.762, 0.788], [-1.079, 2.757, 1.303], [-0.747, -1.485, -0.535], [0.702, -0.522, -2.238], [-0.170, 0.946, -1.858], [-1.574, 0.827, 0.288], [1.428, -1.702, 2.651]], "relative_energy_kcal_mol": 136.4, "orbital_gap_ev": 7.42, "total_energy_ha": -323.3024, "e_homo_ha": -0.3310}



Entry 9:
{"formula": "CH4N2", "method": "ωB97M-V/def2-TZVPD", "symbols": ["N", "C", "N", "H", "H", "H", "H"], "coordinates": [[-1.297, 0.414, -0.570], [-0.118, 0.501, -0.061], [0.816, -0.683, -0.047], [1.686, -0.396, 0.394], [-1.475, -0.591, -0.666], [0.458, 1.320, 0.357], [-0.071, -0.565, 0.594]], "relative_energy_kcal_mol": 92.7, "orbital_gap_ev": 10.88, "total_energy_ha": -149.8954, "e_homo_ha": -0.3674}



Entry 10:
{"formula": "C14H19ClSi", "method": "ωB97M-V/def2-TZVPD", "symbols": ["C", "C", "Si", "Cl", "C", "C", "C", "C", "C", "C", "C", "C", "C", "C", "C", "C", "H", "H", "H", "H", "H", "H", "H", "H", "H", "H", "H", "H", "H", "H", "H", "H", "H", "H", "H"], "coordinates": [[-2.733, -3.109, -1.550], [-2.007, -2.170, -1.864], [-0.880, -0.633, -2.075], [-0.574, -0.342, -4.153], [0.753, -1.086, -1.160], [2.048, -0.421, -1.813], [3.028, 0.296, -0.788], [3.303, -0.499, 0.552], [-1.742, 0.901, -1.279], [-1.680, 0.664, 0.289], [-2.571, -0.393, 0.882], [-2.560, -0.715, 2.336], [-1.641, 0.037, 3.229], [-0.766, 1.105, 2.661], [-0.785, 1.431, 1.207], [0.159, 2.591, 0.713], [-3.140, -3.995, -0.998], [0.856, -2.210, -1.314], [0.604, -0.868, -0.065], [2.623, -1.237, -2.348], [1.767, 0.353, -2.601], [4.035, 0.381, -1.319], [2.697, 1.371, -0.625], [3.788, 0.240, 1.273], [4.039, -1.352, 0.445], [2.384, -0.881, 1.078], [-2.804, 1.010, -1.646], [-1.174, 1.843, -1.566], [-3.266, -0.967, 0.215], [-3.254, -1.532, 2.689], [-1.596, -0.193, 4.335], [-0.078, 1.661, 3.351], [1.230, 2.243, 0.683], [-0.187, 3.054, -0.261], [0.122, 3.423, 1.489]], "orbital_gap_ev": 9.48, "smiles": "C#C[Si@](Cl)(CCCC)Cc1ccccc1C", "total_energy_ha": -1294.4772, "e_homo_ha": -0.3208}



Entry 11:
{"formula": "C11H29N9O18S", "method": "ωB97M-V/def2-TZVPD", "symbols": ["N", "C", "C", "C", "O", "S", "O", "O", "O", "C", "N", "H", "H", "H", "H", "H", "H", "H", "H", "C", "N", "O", "O", "H", "H", "H", "C", "N", "O", "O", "H", "H", "H", "C", "N", "O", "O", "H", "H", "H", "C", "N", "O", "O", "H", "H", "H", "C", "N", "O", "O", "H", "H", "H", "C", "N", "O", "O", "H", "H", "H", "C", "N", "O", "O", "H", "H", "H"], "coordinates": [[2.633, 0.520, 1.669], [1.857, 1.482, 1.424], [1.281, 1.806, 0.070], [-0.216, 1.614, 0.018], [-0.904, 2.486, 0.995], [-2.222, 1.795, 1.526], [-2.030, 1.458, 2.897], [-3.380, 2.532, 1.146], [-2.153, 0.510, 0.599], [-0.735, 0.250, 0.422], [-0.487, -0.847, -0.470], [2.841, 0.007, 0.807], [1.579, 2.139, 2.250], [1.487, 2.863, -0.126], [1.752, 1.209, -0.707], [-0.605, 1.956, -0.944], [-0.346, 0.038, 1.431], [0.367, -1.296, -0.145], [-1.213, -1.544, -0.301], [-3.587, -4.369, 1.393], [-2.396, -3.668, 0.845], [-1.371, -3.678, 1.487], [-2.532, -3.116, -0.233], [-3.316, -4.806, 2.345], [-4.368, -3.620, 1.499], [-3.876, -5.127, 0.674], [4.901, 2.513, -3.351], [4.214, 2.720, -2.052], [4.082, 3.859, -1.646], [3.816, 1.734, -1.474], [5.189, 3.481, -3.740], [5.767, 1.894, -3.162], [4.195, 2.010, -4.008], [-6.365, 2.093, 2.384], [-7.796, 2.497, 2.310], [-8.555, 1.793, 1.676], [-8.111, 3.512, 2.894], [-6.240, 1.178, 1.819], [-5.769, 2.897, 1.965], [-6.125, 1.952, 3.434], [3.615, -4.093, -0.069], [3.054, -2.750, 0.241], [3.815, -1.809, 0.284], [1.855, -2.688, 0.421], [4.684, -3.989, -0.207], [3.378, -4.742, 0.769], [3.124, -4.444, -0.971], [0.666, 5.339, -2.815], [0.537, 3.968, -3.382], [1.136, 3.072, -2.821], [-0.156, 3.839, -4.365], [1.317, 5.287, -1.950], [1.084, 5.970, -3.593], [-0.333, 5.673, -2.550], [8.067, 3.426, 0.157], [7.351, 2.963, -1.062], [6.838, 1.863, -1.034], [7.321, 3.724, -2.007], [8.001, 2.646, 0.905], [9.095, 3.626, -0.131], [7.579, 4.339, 0.485], [-6.681, -8.393, 1.034], [-5.566, -7.487, 0.644], [-5.510, -7.109, -0.504], [-4.776, -7.181, 1.515], [-7.293, -8.571, 0.158], [-6.234, -9.309, 1.406], [-7.239, -7.896, 1.821]], "orbital_gap_ev": 9.09, "total_energy_ha": -2681.1544, "e_homo_ha": -0.3417}



Entry 12:
{"formula": "C6H11N", "method": "ωB97M-V/def2-TZVPD", "symbols": ["C", "C", "C", "C", "C", "C", "N", "H", "H", "H", "H", "H", "H", "H", "H", "H", "H", "H"], "coordinates": [[1.378, -1.175, 1.873], [1.086, -0.779, 0.627], [0.154, 0.346, 0.233], [-0.182, 0.394, -1.262], [-0.896, 1.664, -1.651], [-1.044, 0.365, 1.072], [-2.004, 0.355, 1.723], [2.192, -1.860, 2.095], [-0.145, -2.109, 0.906], [0.631, -1.023, 2.639], [1.862, -0.956, -0.101], [-0.496, -2.280, -0.046], [0.728, 1.250, 0.484], [0.746, 0.303, -1.835], [-0.794, -0.472, -1.512], [-0.279, 2.535, -1.424], [-1.105, 1.676, -2.723], [-1.832, 1.765, -1.098]], "relative_energy_kcal_mol": 84.9, "orbital_gap_ev": 10.20, "total_energy_ha": -289.8363, "e_homo_ha": -0.3399}